Formula: C5H8N2
Source: the OMol25 dataset
Level of theory: ωB97M-V/def2-TZVPD

HOMO level = -8.1 eV
structure (SMILES) = Cc1c[nH]c(N)c1
electronic energy = -304.73015 hartree

Structure (XYZ):
```
15
C5H8N2, DFT ωB97M-V/def2-TZVPD
N -1.188 2.141 1.063
N -1.202 0.592 -0.691
C -0.678 0.965 0.523
C 0.568 0.249 0.712
C 0.580 -0.713 -0.308
C 1.641 -1.753 -0.445
C -0.425 -0.417 -1.192
H 2.642 -1.310 -0.356
H -0.192 0.058 1.711
H -1.981 1.037 -1.159
H 1.561 -2.519 0.338
H 1.577 -2.255 -1.417
H -1.784 2.043 1.901
H -0.463 2.761 1.460
H -0.657 -0.880 -2.142
```